A 3-piece molecular cluster, C20H40N3O2S overall. Source: OMol25; level of theory: the ωB97M-V functional and the def2-TZVPD basis.

Last column: Mulliken spin population.
Geometry (Å):
C: -1.4964 2.3624 1.0775  0.091
C: -2.3102 3.4087 0.9655  -0.053
N: -3.3795 3.6444 1.8535  0.684
S: -4.7085 2.7135 1.6261  0.273
H: -0.4782 2.3354 0.7026  -0.007
H: -1.8716 1.4908 1.6087  0.005
H: -2.2218 4.1045 0.1311  0.016
H: -4.3223 1.9356 0.5912  0.000
C: 3.7712 0.4187 4.7885  0.000
C: 2.4465 0.2633 4.0049  0.000
C: 1.8450 -1.1205 4.3015  0.000
C: 2.5755 -2.2583 3.5937  0.000
C: 2.6831 -1.9581 2.1015  0.000
C: 3.2966 -0.5789 1.8126  0.000
N: 2.6468 0.5168 2.5612  0.000
O: 1.3663 0.7115 1.9857  -0.002
C: 4.8106 -0.6308 2.0939  0.000
C: 3.1592 -0.2839 0.3226  0.000
C: 1.4988 1.3287 4.5454  0.000
H: 4.4179 1.1407 4.2884  0.000
H: 3.5732 0.7903 5.7977  0.000
H: 4.3192 -0.5173 4.9077  0.000
H: 0.8013 -1.1218 3.9744  0.000
H: 1.8384 -1.2914 5.3855  0.000
H: 3.5681 -2.4180 4.0300  0.000
H: 2.0261 -3.1941 3.7417  0.000
H: 3.2738 -2.7354 1.5999  0.000
H: 1.6811 -1.9915 1.6644  0.000
H: 5.2420 0.3658 1.9840  0.000
H: 5.2975 -1.2971 1.3746  0.000
H: 5.0618 -1.0065 3.0837  0.000
H: 2.1170 -0.3192 0.0164  0.000
H: 3.7269 -1.0264 -0.2529  0.000
H: 3.5514 0.7099 0.0951  0.000
H: 1.8885 2.3272 4.3351  0.000
H: 1.3988 1.2103 5.6314  0.000
H: 0.5170 1.2425 4.0892  0.000
C: -1.0027 0.4906 -4.9039  0.016
C: -1.1374 0.4686 -3.3675  0.018
C: -0.5409 -0.8201 -2.7959  0.031
C: -1.3968 -2.0584 -3.0567  -0.022
C: -2.8323 -1.8374 -2.5835  0.026
C: -3.4751 -0.5741 -3.1604  0.009
N: -2.5738 0.6014 -2.9474  0.394
O: -2.6508 1.0317 -1.7361  0.536
C: -3.7960 -0.7714 -4.6492  0.015
C: -4.8057 -0.3060 -2.4676  -0.012
C: -0.3581 1.6661 -2.8355  -0.019
H: -1.7808 1.1044 -5.3586  -0.014
H: -0.0421 0.9246 -5.1790  0.002
H: -1.0380 -0.5004 -5.3540  0.001
H: -0.4116 -0.7012 -1.7161  -0.002
H: 0.4586 -0.9540 -3.2159  -0.001
H: -1.3808 -2.3262 -4.1177  -0.001
H: -0.9683 -2.9080 -2.5224  0.001
H: -3.4567 -2.6957 -2.8455  0.000
H: -2.8351 -1.7684 -1.4916  0.005
H: -4.1415 0.1622 -5.0955  -0.011
H: -4.5950 -1.5074 -4.7455  0.001
H: -2.9577 -1.1404 -5.2328  0.002
H: -4.6948 -0.2443 -1.3878  0.004
H: -5.4916 -1.1238 -2.6929  0.000
H: -5.2498 0.6255 -2.8217  0.000
H: -0.7883 2.6024 -3.1965  -0.005
H: 0.6713 1.5966 -3.1880  0.000
H: -0.3391 1.6915 -1.7493  0.016

LUMO (spin up / spin down) ... 0.08773 / 0.08265 Eh
2S+1 ... 3
Kohn-Sham gap (spin up / spin down) ... 0.15334 / 0.14824 Eh
<S²> ... 2.0096
Net charge ... -1
HOMO energy (spin up / spin down) ... -1.8 / -1.8 eV

One molecule with the formula C3H5N3. Source: OMol25; level of theory: the ωB97M-V functional and the def2-TZVPD basis.

Last column: Löwdin charge in e.
Geometry (Å):
C: -1.6190 -0.1699 -0.2013  -0.092
N: -0.2987 -0.7607 -0.1496  -0.024
C: 0.7519 0.0958 -0.1029  -0.498
N: 0.6431 1.3620 -0.2108  0.142
C: 2.0567 -0.4071 0.3029  -0.134
N: 2.9309 -0.2104 1.0335  0.165
H: -1.9657 0.1754 0.7824  0.090
H: -2.3207 -0.8927 -0.6157  0.081
H: -1.5534 0.7027 -0.8527  0.074
H: -0.1879 -1.6899 0.2280  0.135
H: 1.5628 1.7948 -0.2138  0.061

LUMO ... 0.01644 Eh
Kohn-Sham gap ... 0.37350 Eh
Net charge ... 0
HOMO energy ... -9.7 eV
Energy relative to the best compared isomer or geometry (same formula, charge and spin) ... 123.6 kJ/mol

A 2-piece molecular cluster, C4H12 overall. Source: OMol25; level of theory: the ωB97M-V functional and the def2-TZVPD basis.

Last column: Löwdin charge in e.
Geometry (Å):
C: 2.5259 -1.4724 0.0837  -0.164
C: 2.0157 -0.0466 -0.2101  -0.152
H: 2.0144 -1.9767 0.9054  0.056
H: 2.3157 -2.1136 -0.7705  0.055
H: 3.5880 -1.4648 0.3113  0.059
H: 2.1869 0.0928 -1.2813  0.062
H: 2.6879 0.6580 0.2736  0.059
H: 0.9804 0.2064 -0.0172  0.021
C: -1.6289 1.0038 0.4126  -0.183
C: -2.8949 0.5278 -0.2929  -0.161
H: -0.9354 0.2010 0.6784  0.043
H: -1.0476 1.6463 -0.2420  0.058
H: -1.7940 1.5562 1.3363  0.064
H: -3.3323 1.3881 -0.8008  0.062
H: -3.6195 0.1499 0.4296  0.060
H: -2.6797 -0.2896 -0.9772  0.061

LUMO ... 0.04122 Eh
Kohn-Sham gap ... 0.46920 Eh
Net charge ... 0
HOMO energy ... -11.6 eV
Energy relative to the best compared isomer or geometry (same formula, charge and spin) ... 25.1 kJ/mol

One molecule with the formula C5H5Cl2N. Source: OMol25; level of theory: the ωB97M-V functional and the def2-TZVPD basis.

Last column: Löwdin charge in e.
Geometry (Å):
C: 0.9871 -0.5288 -1.3915  -0.522
C: 0.7841 0.2166 -0.1564  -0.342
C: -0.5929 0.6830 0.0724  -0.123
C: -1.4918 0.2405 1.1001  -0.658
C: -0.7792 -0.4335 2.1021  -0.356
H: 2.1148 -0.4989 -1.7218  0.116
H: 0.7446 -1.6127 -1.2579  0.089
H: 1.4963 1.0652 -0.4442  0.141
H: 1.1702 -0.5037 0.7486  0.171
H: -0.9265 1.5182 -0.7997  0.148
N: -0.3796 -1.0994 2.9358  0.179
Cl: -0.0646 0.1895 -2.8127  0.468
Cl: -3.0626 0.7641 1.6251  0.689

LUMO ... -0.00925 Eh
Kohn-Sham gap ... 0.35172 Eh
Net charge ... 0
HOMO energy ... -9.8 eV
Energy relative to the best compared isomer or geometry (same formula, charge and spin) ... 275.9 kJ/mol

C9H24N6O13Zn2 as an isolated structure. Source: OMol25; level of theory: the ωB97M-V functional and the def2-TZVPD basis.

Last column: Löwdin charge in e.
Geometry (Å):
Zn: -1.0430 -0.6817 3.0227  1.082
Zn: 1.3786 -0.8525 0.9638  0.750
C: -0.9005 0.2431 0.5487  -0.653
O: -0.2094 -0.3335 -0.3632  -0.066
O: -1.9097 -0.3699 1.1332  -0.146
O: -0.1141 0.6194 1.5055  -0.151
C: 1.0498 -1.9908 3.3393  -0.597
O: 0.1656 -1.5993 4.2656  -0.161
O: 1.9695 -1.1629 2.9983  -0.058
O: 0.3223 -2.1089 2.2214  -0.219
C: -3.2277 -2.8708 -1.3546  -0.687
O: -3.9076 -3.6592 -1.9857  0.022
N: -2.0475 -2.3702 -1.8430  0.163
N: -3.6061 -2.2220 -0.2167  0.143
H: -1.6045 -1.6509 -1.2918  0.056
H: -1.6344 -2.8387 -2.6250  0.093
H: -3.0417 -1.7173 0.4552  0.053
H: -4.5345 -2.4720 0.0847  0.104
C: -5.0664 1.9393 -0.2561  -0.691
O: -5.6667 2.9932 -0.4003  0.015
N: -5.2777 0.8406 -1.0431  0.160
N: -4.0669 1.8091 0.6563  0.155
H: -6.0595 0.8381 -1.6694  0.103
H: -4.7651 -0.0044 -0.8514  0.066
H: -3.5428 0.9535 0.7142  0.044
H: -4.0609 2.4586 1.4198  0.103
C: 1.7959 -3.3133 -0.9687  -0.600
O: 2.0238 -2.3370 -0.2425  0.002
N: 1.5971 -3.1405 -2.2968  0.193
N: 1.7199 -4.5654 -0.4893  0.203
H: 1.5379 -2.2027 -2.6627  0.096
H: 1.9364 -3.8759 -2.8927  0.110
H: 2.0765 -4.6833 0.4431  0.124
H: 1.5701 -5.3324 -1.1184  0.114
C: 2.3278 4.3950 0.7259  -0.236
C: 1.1754 3.5228 1.1431  -0.257
O: 1.5033 2.8227 2.3370  -0.073
O: 2.1944 4.8895 -0.6230  -0.070
H: 3.2688 3.8323 0.7159  0.112
H: 2.4646 5.2118 1.4358  0.125
H: 0.7824 2.8217 0.4034  0.104
H: 0.3474 4.2107 1.3709  0.124
H: 0.8316 2.1277 2.3696  0.042
H: 2.3087 5.8376 -0.5204  0.077
C: 3.6371 0.4684 -0.5239  -0.175
C: 2.6735 0.9392 -1.6188  -0.227
O: 1.8094 -0.0153 -2.1510  -0.066
O: 3.0146 0.2920 0.7595  -0.078
H: 4.3884 1.2401 -0.3281  0.127
H: 4.2313 -0.3743 -0.8925  0.126
H: 3.3463 1.2027 -2.4396  0.131
H: 2.2451 1.8551 -1.1977  0.120
H: 0.9687 -0.0047 -1.6639  0.043
H: 3.6244 0.3857 1.4973  0.128

LUMO ... -0.07153 Eh
Kohn-Sham gap ... 0.27702 Eh
Net charge ... 0
HOMO energy ... -9.5 eV
Energy relative to the best compared isomer or geometry (same formula, charge and spin) ... 24.8 kJ/mol

C12H22N3OPb as an isolated structure. Source: OMol25; level of theory: the ωB97M-V functional and the def2-TZVPD basis.

Last column: Löwdin charge in e.
Geometry (Å):
Pb: -4.7036 3.6094 2.9768  1.371
O: -1.3330 2.2822 0.8447  -0.315
H: -0.8903 1.4184 0.7339  -0.063
C: -4.7825 -0.5526 -5.4426  -0.105
C: -3.4603 -0.1507 -4.7259  -0.228
C: -3.3697 1.3817 -4.4189  -0.182
C: -4.3596 1.9814 -3.4788  -0.228
N: -5.1251 2.4424 -2.7378  0.108
H: -5.6959 -0.2719 -4.9183  0.073
H: -4.8502 -1.6059 -5.7147  0.067
H: -4.7410 -0.1288 -6.4460  0.069
H: -2.5601 -0.4492 -5.2633  0.107
H: -3.5141 -0.6309 -3.7489  0.099
H: -3.3958 2.0492 -5.2802  0.116
H: -2.4251 1.4746 -3.8829  0.109
C: 3.2679 1.4896 6.5006  -0.097
C: 3.8375 2.7297 5.8067  -0.256
C: 2.9504 3.4482 4.7750  -0.195
C: 1.6290 3.8614 5.2961  -0.235
N: 0.5747 4.1925 5.6669  0.109
H: 3.1130 0.6792 5.7883  0.078
H: 2.3365 1.7593 6.9984  0.068
H: 4.0036 1.2625 7.2722  0.075
H: 4.7114 2.4847 5.2031  0.110
H: 4.0318 3.4889 6.5643  0.111
H: 2.6762 2.8603 3.8990  0.118
H: 3.4373 4.3390 4.3783  0.117
C: 0.5350 -4.8032 -2.1049  -0.116
C: 1.8728 -4.2860 -1.5962  -0.263
C: 1.7529 -2.9120 -0.9635  -0.217
C: 2.9472 -2.3354 -0.3362  -0.209
N: 3.8738 -1.8518 0.2243  0.125
H: 0.5185 -5.8728 -2.3143  0.075
H: 0.2046 -4.3131 -3.0207  0.071
H: -0.2591 -4.6253 -1.3797  0.070
H: 2.6463 -4.3741 -2.3591  0.117
H: 2.1693 -4.9876 -0.8165  0.110
H: 0.9439 -2.8607 -0.2348  0.118
H: 1.4320 -2.2224 -1.7442  0.118

LUMO ... -0.30268 Eh
Kohn-Sham gap ... 0.12493 Eh
Net charge ... +1
HOMO energy ... -11.6 eV
Energy relative to the best compared isomer or geometry (same formula, charge and spin) ... 766.2 kJ/mol

C26H42BrF6N4O8S3ScSi as an isolated structure. Source: OMol25; level of theory: the ωB97M-V functional and the def2-TZVPD basis.

Last column: Löwdin charge in e.
Geometry (Å):
Sc: -0.3193 0.0699 0.5512  0.709
C: 4.9464 -0.8638 1.1532  -0.067
C: 4.8888 0.0331 -0.0746  -0.227
N: 4.1149 1.2614 0.1306  -0.102
C: 4.8401 2.4549 0.5919  -0.181
C: 4.6079 2.7706 2.0620  -0.059
C: 2.8037 1.3292 -0.0815  -0.656
S: 1.9642 -0.1215 -0.5527  0.712
N: 2.2608 2.5554 0.0205  0.135
C: 1.0189 2.8067 0.3262  -0.371
O: 0.1777 1.9483 0.7811  -0.123
C: 0.5396 4.2038 0.1972  -0.126
C: 1.4219 5.2317 -0.1259  -0.017
C: 0.9570 6.5291 -0.2498  -0.073
C: -0.3908 6.8058 -0.0564  -0.076
C: -1.2728 5.7843 0.2656  -0.065
C: -0.8090 4.4856 0.3968  -0.003
H: 5.5706 -1.7329 0.9406  0.082
H: 3.9491 -1.2139 1.4160  0.043
H: 5.3724 -0.3410 2.0100  0.074
H: 4.4585 -0.5075 -0.9146  0.080
H: 5.8914 0.3459 -0.3653  0.117
H: 4.5306 3.2951 -0.0275  0.111
H: 5.8968 2.2664 0.4081  0.116
H: 3.5552 2.9733 2.2545  0.073
H: 5.1834 3.6547 2.3383  0.082
H: 4.9226 1.9458 2.7012  0.058
H: 2.4669 4.9992 -0.2742  0.105
H: 1.6443 7.3276 -0.4962  0.104
H: -0.7534 7.8209 -0.1547  0.104
H: -2.3221 5.9995 0.4166  0.107
H: -1.4876 3.6854 0.6568  0.116
O: -3.4716 1.0875 -1.1798  0.155
N: -2.4836 0.6160 -0.7184  -0.519
O: -1.3441 0.6634 -1.2931  -0.093
O: -2.4694 0.0059 0.4168  -0.103
F: -3.2608 -0.0998 3.4785  0.161
C: -2.1006 0.4552 3.7990  -0.663
F: -1.8126 1.3936 2.8970  0.125
F: -2.1930 1.0104 4.9941  0.168
S: -0.7809 -0.8803 3.8027  0.661
O: -0.1605 -0.7115 2.4572  -0.410
O: -1.4759 -2.1083 3.9816  -0.237
N: 0.2106 -0.5959 4.9502  -0.277
S: 1.2126 0.6513 4.9193  0.613
O: 0.6997 1.7491 4.1523  -0.268
O: 1.7457 0.8568 6.2222  -0.248
C: 2.6523 0.0127 3.9152  -0.650
F: 2.5192 0.3864 2.6372  0.094
F: 2.7392 -1.3162 3.9525  0.137
F: 3.7868 0.5267 4.3838  0.138
C: 1.2698 -4.5395 -2.7949  -0.112
C: 0.3410 -5.4253 -1.9468  -0.628
C: -0.9579 -5.5833 -2.7520  -0.102
C: 0.9959 -6.8121 -1.8076  -0.084
Si: -0.0078 -4.7151 -0.1999  0.578
Br: -0.4248 -2.4785 -0.7046  0.632
C: -1.6293 -5.3412 0.5912  -0.623
C: -1.6610 -6.8798 0.5427  -0.085
C: -1.7419 -4.9040 2.0555  -0.093
C: -2.8808 -4.7963 -0.1172  -0.107
C: 1.5089 -4.6561 0.9639  -0.611
C: 1.6863 -6.0231 1.6500  -0.080
C: 2.8009 -4.3246 0.2024  -0.095
C: 1.3670 -3.5726 2.0459  -0.109
H: 1.3815 -5.0049 -3.7791  0.089
H: 2.2640 -4.4350 -2.3698  0.061
H: 0.8580 -3.5426 -2.9488  0.047
H: -0.7074 -5.9614 -3.7477  0.090
H: -1.4725 -4.6292 -2.8823  0.078
H: -1.6502 -6.2924 -2.3000  0.063
H: 1.1224 -7.2431 -2.8055  0.091
H: 0.3908 -7.5078 -1.2253  0.069
H: 1.9841 -6.7575 -1.3505  0.065
H: -0.7904 -7.3323 1.0215  0.072
H: -1.7276 -7.2642 -0.4751  0.064
H: -2.5476 -7.2278 1.0808  0.092
H: -0.9663 -5.3317 2.6900  0.072
H: -2.7057 -5.2436 2.4472  0.097
H: -1.7167 -3.8220 2.1646  0.059
H: -2.9056 -5.0017 -1.1853  0.058
H: -2.9782 -3.7198 0.0243  0.059
H: -3.7606 -5.2668 0.3322  0.092
H: 1.7937 -6.8410 0.9359  0.070
H: 0.8589 -6.2616 2.3176  0.067
H: 2.5961 -5.9959 2.2575  0.092
H: 3.0965 -5.1130 -0.4890  0.067
H: 3.6101 -4.2092 0.9308  0.089
H: 2.7185 -3.3840 -0.3475  0.066
H: 0.4576 -3.6545 2.6369  0.058
H: 1.4013 -2.5722 1.6103  0.032
H: 2.2157 -3.6542 2.7327  0.092

LUMO ... -0.02030 Eh
Kohn-Sham gap ... 0.32386 Eh
Net charge ... 0
HOMO energy ... -9.4 eV
Energy relative to the best compared isomer or geometry (same formula, charge and spin) ... 0.0 kJ/mol

One molecule with the formula C4H7FS2. Source: OMol25; level of theory: the ωB97M-V functional and the def2-TZVPD basis.

Last column: Löwdin charge in e.
Geometry (Å):
C: -0.2521 0.1892 1.4413  -0.068
C: 0.0307 -0.5264 0.1104  -0.477
C: -1.0875 -0.2746 -0.8756  -0.211
C: 1.4089 -0.1865 -0.4224  -1.176
H: -1.2156 -0.1514 1.8484  0.085
H: -0.3270 1.2908 1.3138  0.081
H: 0.5287 -0.0651 2.1896  0.098
H: 0.0943 -1.6252 0.2845  0.129
H: -1.2474 0.8061 -1.0727  0.117
H: -2.0198 -0.6985 -0.5032  0.127
H: 0.5181 1.9664 -0.8007  -0.130
F: -0.7864 -0.8757 -2.0866  -0.039
S: 1.7268 1.4274 -0.9949  0.799
S: 2.6284 -1.2767 -0.4318  0.666

LUMO ... -0.00783 Eh
Kohn-Sham gap ... 0.31676 Eh
Net charge ... 0
HOMO energy ... -8.8 eV
Energy relative to the best compared isomer or geometry (same formula, charge and spin) ... 1.3 kJ/mol